Density functional theory data (wB97M-V/def2-TZVPD) for a 3-piece molecular cluster, C5H8O2 overall.

Summary:
Total energy, eV: -9406.7218
Kohn-Sham gap, eV: 10.3
Energy above the lowest of the compared OMol25 structures with the same formula, charge and spin, kJ/mol: 300.11
LUMO level, Ha: 0.032
Largest force on an atom, eV/A: 1.04

The geometry in XYZ format:
```
15
Properties=species:S:1:pos:R:3:forces:R:3:mulliken_charge:R:1
C 0.88621 0.11562 1.07346 -0.44 0.16 0.47 0.7175
O 0.01146 0.49247 1.75047 0.85 -0.30 -0.52 -0.3807
H 0.90371 2.37448 -1.41824 -0.18 -0.05 -0.01 0.2686
H 2.60720 -0.98527 0.91675 -0.01 0.06 -0.02 0.2990
C -1.38616 -1.86312 1.04382 -0.37 0.08 -0.21 -0.0786
H 1.95299 -0.23383 -0.68627 -0.05 0.04 0.19 0.2562
O -2.31465 -1.53242 0.34823 0.43 -0.20 0.36 -0.4144
C 1.87659 -0.39710 0.37858 -0.05 0.07 0.09 -0.8863
C -0.02856 1.97046 -1.02827 -0.11 -0.22 -0.13 -0.5989
H -0.48230 2.50907 -0.19921 0.04 -0.08 -0.16 0.2828
C -0.57116 0.85485 -1.51251 0.08 0.22 0.07 -0.4765
H -1.48354 -1.98897 2.13967 -0.10 0.00 -0.12 0.2492
H -0.37871 -2.05078 0.62629 -0.17 -0.03 -0.02 0.2491
H -0.10700 0.30480 -2.33004 -0.08 0.13 0.11 0.2907
H -1.48609 0.42973 -1.10273 0.16 0.12 -0.09 0.2222
```
Forces are in eV/Å.